# 1
# C2H7N2S3

A 2-piece molecular cluster, C2H7N2S3 overall (ωB97M-V/def2-TZVPD, the OMol25 dataset).

The value obtained for the energy above the lowest of the compared OMol25 structures with the same formula, charge and spin is 3.649 eV. As for the spin multiplicity: 1. For the strongest force on any atom, the calculation gives 5.275 eV/A. The value obtained for the frontier orbital gap (spin up / spin down) is 7.049 / 6.777 eV. As for the net charge: +1.

XYZ file:
```
14
C2H7N2S3, DFT ωB97M-V/def2-TZVPD
C -0.6169 0.1402 -0.0485
C 1.2535 1.8328 0.2223
N -0.7107 -1.1008 -0.2902
N 0.4563 0.7305 0.1507
S -2.1884 1.1269 -0.0188
S -2.0978 -2.1123 -0.0898
S 2.2567 -1.7218 -0.1017
H 0.8253 2.6417 0.8745
H 1.6109 2.2013 -0.7318
H 2.1067 1.5959 0.7832
H 0.2026 -1.5239 -0.0916
H -2.8596 0.0199 -0.5220
H -2.1791 -2.4651 -1.3600
H 1.9404 -1.3652 1.2239
```

# 2
# C5H5NO

One molecule with the formula C5H5NO (ωB97M-V/def2-TZVPD, the OMol25 dataset).

The value obtained for the energy above the lowest of the compared OMol25 structures with the same formula, charge and spin is 3.694 eV. As for the spin multiplicity: 1. For the strongest force on any atom, the calculation gives 2.350 eV/A. The value obtained for the frontier orbital gap is 10.494 eV. Its SMILES is N#C[C@@H]1C[C@@H]1C=O.

XYZ file:
```
12
C5H5NO, DFT ωB97M-V/def2-TZVPD
N 0.8012 -1.5434 -2.1509
C 0.4703 -0.6903 -1.4401
C 0.0949 0.4820 -0.6701
C 1.1260 0.8050 0.4118
C -0.2177 0.3969 0.8818
C -1.0639 -0.8011 0.6530
O -2.1353 -0.5881 0.1141
H -0.9605 0.7749 -0.9222
H 1.9593 0.1005 0.4531
H 1.4142 1.8290 0.6278
H -0.8338 1.2639 1.1279
H -0.6770 -1.8148 0.8008
```

# 3
# C3HF3O

A 2-piece molecular cluster, C3HF3O overall (ωB97M-V/def2-TZVPD, the OMol25 dataset).

The value obtained for the energy above the lowest of the compared OMol25 structures with the same formula, charge and spin is 5.673 eV. As for the spin multiplicity: 1. For the strongest force on any atom, the calculation gives 4.591 eV/A. The value obtained for the frontier orbital gap (spin up / spin down) is 9.981 / 7.446 eV.

XYZ file:
```
8
C3HF3O, DFT ωB97M-V/def2-TZVPD
C -1.1991 -0.9641 1.1851
C 0.0149 1.0771 -0.4871
C 0.9497 0.2769 -0.7905
O -1.5738 -0.6407 2.2299
F -0.3331 2.3039 -0.7146
F 1.9582 0.6873 -1.6713
F 1.1428 -0.9710 -0.3707
H -0.9596 -1.7694 0.6192
```